{
  "formula": "C2H6Cl2OSi",
  "method": "ωB97M-V/def2-TZVPD",
  "multiplicity": 1,
  "lumo_ev": [-0.23, -0.38],
  "energy_ha": -1364.83315,
  "elements": ["Cl", "Cl", "Si", "O", "C", "C", "H", "H", "H", "H", "H", "H"],
  "xyz": [[2.5692, 0.7799, 0.5999], [-2.7476, 1.1677, 0.7725], [-1.2775, 0.4985, -0.2218], [-1.2049, -0.9922, 0.3825], [-0.4005, -2.1269, 0.1858], [1.4861, 2.1342, -0.0422], [-0.4412, -2.6753, 1.0231], [-1.2132, 0.5696, -1.6181], [-0.8409, -2.6462, -0.7520], [1.5510, 2.9378, 0.5748], [1.7757, 2.2871, -1.0722], [0.7437, -1.9342, 0.1676]]
}